Here is an isolated ion of composition C22H24NO and charge +1 from OMol25. Energies are from wB97M-V/def2-TZVPD.

Computed properties:
* HOMO-LUMO gap: 9.7 eV
* HOMO: -11.8633 eV
* E: -982.522084 hartree
* ΔE to the lowest compared entry with this formula, charge and spin: 0.0 kcal per mole
* SMILES: Oc1ccccc1C[N@H+](CCc1ccccc1)Cc1ccccc1

Geometry as ORCA input:
```
! RIJCOSX wB97M-V def2-TZVPD def2/J DEFGRID3
* xyz 1 1
O 1.89 1.58 -1.25
C 1.64 2.11 0.00
C 1.74 3.47 0.25
C 1.44 3.96 1.51
C 1.05 3.10 2.52
C 0.96 1.74 2.27
C 1.26 1.23 1.01
C 1.20 -0.25 0.73
N 0.36 -0.54 -0.46
C -1.04 -0.09 -0.30
C -1.85 -0.86 0.75
C -3.21 -0.22 0.85
C -4.30 -0.75 0.17
C -5.54 -0.15 0.25
C -5.71 1.00 1.01
C -4.63 1.54 1.69
C -3.39 0.93 1.61
C 0.49 -1.96 -0.89
C 1.87 -2.21 -1.44
C 2.24 -1.61 -2.64
C 3.51 -1.81 -3.16
C 4.42 -2.60 -2.47
C 4.06 -3.20 -1.28
C 2.79 -3.00 -0.76
H 2.25 2.27 -1.83
H 2.04 4.14 -0.54
H 1.52 5.02 1.70
H 0.82 3.48 3.50
H 0.66 1.07 3.06
H 0.82 -0.79 1.59
H 2.21 -0.61 0.51
H 0.79 0.04 -1.20
H -1.03 0.97 -0.03
H -1.54 -0.18 -1.27
H -1.96 -1.90 0.46
H -1.36 -0.80 1.72
H -4.18 -1.65 -0.42
H -6.38 -0.57 -0.28
H -6.67 1.47 1.07
H -4.75 2.43 2.28
H -2.55 1.35 2.15
H -0.26 -2.15 -1.66
H 0.30 -2.61 -0.03
H 1.54 -1.00 -3.19
H 3.79 -1.35 -4.09
H 5.41 -2.76 -2.87
H 4.76 -3.82 -0.75
H 2.50 -3.47 0.17
*
```